No. 1
This record from the Open Molecules 2025 dataset describes C18H27FFeN2OSSi as an isolated structure. The level of theory is ωB97M-V/def2-TZVPD.

- Frontier orbital gap (alpha / beta): 6.49 / 7.39 eV
- M: 422.42 g/mol
- Energy: -79950.4157 eV
- LUMO (alpha / beta): 0.17 / 0.17 eV

ORCA input file:
```
! wB97M-V def2-TZVPD RIJCOSX def2/J DEFGRID3
* xyz 0 5
Fe 1.038 0.048 0.327
C -0.451 -1.191 3.776
C -0.439 0.279 3.459
C -0.871 1.229 4.366
C -0.765 2.576 4.005
C -0.246 2.943 2.788
C 0.172 1.928 1.892
N 0.044 0.626 2.263
N 0.674 2.072 0.656
Si 1.299 3.475 -0.122
C 2.679 4.236 0.884
C -0.025 4.765 -0.435
C 1.978 2.909 -1.778
H 0.384 -1.437 4.435
H -0.334 -1.777 2.864
H -1.368 -1.485 4.288
H -1.261 0.933 5.330
H -1.097 3.342 4.696
H -0.156 3.983 2.507
H 2.309 4.715 1.793
H 3.225 4.988 0.308
H 3.387 3.459 1.184
H -0.534 5.056 0.487
H -0.782 4.376 -1.121
H 0.396 5.671 -0.879
H 2.165 1.832 -1.763
H 2.923 3.397 -2.026
H 1.279 3.109 -2.595
F 2.079 -5.404 -1.800
C 2.285 -4.252 -1.113
C 2.650 -3.112 -1.796
C 2.859 -1.941 -1.081
C 2.706 -1.879 0.319
C 2.827 -0.608 1.043
C 2.342 -3.077 0.963
C 2.132 -4.251 0.260
H 2.777 -3.146 -2.870
H 3.174 -1.049 -1.616
H 3.513 0.107 0.583
H 2.905 -0.652 2.123
H 2.226 -3.076 2.040
H 1.858 -5.167 0.766
C -3.025 0.501 -1.378
S -2.025 0.353 0.089
C -3.026 -0.822 0.975
O -0.835 -0.469 -0.389
H -3.024 -0.459 -1.894
H -2.576 1.269 -2.005
H -4.035 0.798 -1.097
H -4.009 -0.387 1.154
H -2.528 -1.015 1.923
H -3.095 -1.737 0.386
*
```

---

No. 2
This record from the Open Molecules 2025 dataset describes a 2-piece molecular cluster, C18H27FN3O5 overall at a distorted geometry. The level of theory is ωB97M-V/def2-TZVPD.

- Frontier orbital gap: 8.39 eV
- M: 384.43 g/mol
- Energy: -36514.0504 eV
- LUMO: -3.91 eV

ORCA input file:
```
! wB97M-V def2-TZVPD RIJCOSX def2/J DEFGRID3
* xyz 1 1
N 2.530 -0.807 2.167
C 1.152 -0.574 2.083
N 0.436 -0.303 3.381
C 0.409 -1.491 4.314
C 0.288 -2.954 3.589
O 1.619 -3.579 3.634
C 1.838 -4.519 2.525
O 3.124 -4.723 2.130
C -0.912 0.352 3.206
C -1.310 0.750 1.668
C -0.962 -0.605 0.751
C -1.713 -0.619 -0.704
C -3.292 -1.087 -0.454
C -3.594 -2.614 -1.045
F -4.416 -2.437 -2.294
N 0.548 -0.680 0.702
C 1.152 0.327 -0.264
C 1.748 -0.448 -1.618
O 0.874 -0.173 -2.774
H 3.068 -1.189 1.358
H 3.037 -0.663 3.075
H -0.453 -1.405 5.102
H 1.442 -1.489 4.905
H -0.411 -3.617 4.293
H -0.228 -2.954 2.539
H 1.022 -5.158 1.978
H -0.869 1.376 3.816
H -1.783 -0.272 3.732
H -0.722 1.711 1.273
H -2.465 0.930 1.616
H -1.419 -1.510 1.379
H -1.734 0.466 -1.188
H -1.256 -1.405 -1.469
H -3.541 -1.144 0.711
H -4.065 -0.355 -0.964
H -4.274 -3.243 -0.294
H -2.613 -3.239 -1.233
H 0.400 1.195 -0.575
H 2.098 0.900 0.188
H 1.858 -1.612 -1.384
H 2.850 -0.063 -1.806
H 0.562 -1.095 -3.085
C -0.362 4.868 -3.395
C 0.368 5.347 -4.407
C 1.616 4.684 -4.833
O 2.286 5.123 -5.757
C 2.025 3.469 -4.099
C 1.295 2.990 -3.087
C 0.047 3.653 -2.661
O -0.623 3.214 -1.737
H -1.280 5.342 -3.070
H 0.081 6.236 -4.955
H 2.942 2.994 -4.424
H 1.581 2.101 -2.539
*
```

---

No. 3
This record from the Open Molecules 2025 dataset describes C18H27IrN7O11P2S2 as an isolated structure at a distorted geometry. The level of theory is ωB97M-V/def2-TZVPD.

- Frontier orbital gap: 7.43 eV
- M: 835.75 g/mol
- Energy: -95145.1415 eV
- LUMO: 2.22 eV

ORCA input file:
```
! wB97M-V def2-TZVPD RIJCOSX def2/J DEFGRID3
* xyz -1 1
Ir 0.577 -0.052 -0.028
C 3.773 5.104 -2.082
C 3.112 3.776 -2.344
O 2.862 3.149 -1.063
P 2.796 1.577 -0.917
S 1.571 0.757 -2.224
S 2.348 1.167 0.983
O 4.257 1.068 -1.323
C 5.378 1.005 -0.428
C 6.131 2.315 -0.404
H 3.837 5.674 -3.012
H 4.781 4.972 -1.681
H 3.179 5.670 -1.365
H 3.734 3.123 -2.958
H 2.149 3.906 -2.835
H 5.997 0.193 -0.802
H 5.030 0.733 0.568
H 6.448 2.598 -1.410
H 7.020 2.223 0.226
H 5.506 3.114 -0.001
N -0.582 -1.319 -1.231
N -0.019 -2.589 -1.264
C 1.317 -2.702 -0.920
O 1.904 -3.751 -1.123
O 1.801 -1.660 -0.300
H -1.475 -1.285 -0.729
H -0.661 -0.903 -2.152
H -0.392 -3.278 -1.893
O -3.915 0.482 1.146
C -2.776 0.806 0.801
O -1.802 -0.006 0.602
C -2.463 2.274 0.612
C -3.501 3.157 0.855
C -3.341 4.526 0.726
C -2.116 5.067 0.368
C -1.096 4.195 0.154
C -1.183 2.778 0.212
O -0.137 2.130 -0.136
N 0.241 4.772 -0.145
O 0.421 5.268 -1.246
O 1.093 4.686 0.712
N -4.461 5.423 1.001
O -5.530 4.935 1.323
O -4.268 6.628 0.920
H -4.454 2.740 1.144
H -1.980 6.136 0.279
C 1.024 -1.529 4.838
N 1.833 -2.324 3.910
C 1.161 -3.605 3.682
N -0.215 -3.471 3.197
C -0.964 -2.643 4.150
N -0.358 -1.339 4.409
C -0.429 -0.500 3.195
P 0.469 -1.259 1.795
C 2.066 -1.619 2.638
C -0.262 -2.938 1.825
H 1.493 -0.553 4.968
H 1.012 -2.043 5.801
H 1.125 -4.141 4.632
H 1.738 -4.192 2.966
H -1.018 -3.188 5.094
H -1.976 -2.495 3.772
H 0.003 0.487 3.382
H -1.467 -0.349 2.900
H 2.608 -0.693 2.810
H 2.669 -2.235 1.973
H 0.295 -3.594 1.157
H -1.293 -2.893 1.473
*
```

---

No. 4
This record from the Open Molecules 2025 dataset describes C18H27IrO2 as an isolated structure at a distorted geometry. The level of theory is ωB97M-V/def2-TZVPD.

- Frontier orbital gap (alpha / beta): 1.60 / 4.05 eV
- M: 467.63 g/mol
- Energy: -26028.5477 eV
- LUMO (alpha / beta): 4.77 / 4.88 eV

ORCA input file:
```
! wB97M-V def2-TZVPD RIJCOSX def2/J DEFGRID3
* xyz -2 5
Ir 0.692 -0.539 -0.335
C 0.491 -2.497 -1.624
C -0.719 -1.799 -1.841
C -0.421 -0.607 -2.514
H -1.685 -2.105 -1.486
C 0.971 -0.540 -2.712
C 1.529 -1.728 -2.188
H 2.569 -2.001 -2.210
H 0.592 -3.439 -1.114
H -1.133 0.154 -2.781
H 1.511 0.258 -3.194
C 1.995 -0.829 1.673
C 2.789 -1.261 0.603
C 3.041 -0.145 -0.230
H 3.125 -2.269 0.433
C 2.386 0.969 0.318
C 1.727 0.541 1.497
H 1.086 1.135 2.124
H 1.581 -1.452 2.445
H 3.624 -0.145 -1.134
H 2.413 1.969 -0.079
O -0.675 1.218 -0.225
C -0.722 2.650 -0.630
C -2.257 2.582 -0.633
C -0.056 2.880 -1.958
C -0.160 3.519 0.469
C -2.123 1.183 -0.047
H -2.688 2.605 -1.630
H -2.755 3.316 -0.007
H -2.372 1.072 1.004
H -2.568 0.366 -0.604
H -0.209 3.913 -2.271
H -0.461 2.229 -2.727
H 1.015 2.702 -1.892
H -0.650 4.493 0.453
H 0.908 3.679 0.351
H -0.333 3.068 1.444
C -0.630 -3.178 1.320
C -1.272 -1.846 1.681
C -1.396 -1.766 3.207
O -0.607 -0.660 1.279
H 0.454 -3.214 1.545
H -0.874 -3.419 0.288
H -1.126 -4.002 1.877
H -2.308 -1.835 1.274
H -0.395 -1.776 3.686
H -1.915 -0.827 3.495
H -1.988 -2.620 3.601
*
```

---

No. 5
This record from the Open Molecules 2025 dataset describes a 2-piece molecular cluster, C18H27N2 overall at a distorted geometry. The level of theory is ωB97M-V/def2-TZVPD.

- Frontier orbital gap: 5.98 eV
- M: 271.43 g/mol
- Energy: -22077.1539 eV
- LUMO: -5.12 eV

ORCA input file:
```
! wB97M-V def2-TZVPD RIJCOSX def2/J DEFGRID3
* xyz 1 1
C 1.206 3.246 2.815
C 0.530 1.913 2.628
N 0.173 1.630 1.220
C 1.081 1.977 0.370
C 1.130 1.636 -1.126
C 2.448 2.258 -1.597
C 3.067 2.989 -0.416
N 2.200 2.662 0.688
C 2.458 3.278 1.957
H 0.534 4.053 2.517
H 1.468 3.411 3.863
H 1.214 1.112 2.993
H -0.401 1.858 3.204
H 1.115 0.542 -1.256
H 0.264 2.045 -1.661
H 3.142 1.490 -1.932
H 2.310 2.960 -2.413
H 4.108 2.700 -0.202
H 3.075 4.089 -0.528
H 2.808 4.310 1.799
H 3.274 2.747 2.483
C -2.291 0.239 1.468
C -1.941 -0.049 0.076
C -1.643 -1.325 -0.447
C -2.179 -1.784 -1.705
C -3.292 -1.088 -2.408
C -1.686 -2.950 -2.283
C -0.702 -3.727 -1.677
C -0.148 -4.942 -2.366
C -0.301 -3.370 -0.387
C -0.767 -2.227 0.255
C -0.278 -1.959 1.650
H -2.956 1.118 1.535
H -2.689 -0.595 2.086
H -1.356 0.561 1.964
H -2.105 0.761 -0.639
H -3.433 -1.560 -3.388
H -4.226 -1.212 -1.851
H -3.122 -0.021 -2.568
H -2.082 -3.260 -3.251
H 0.569 -5.460 -1.729
H -0.923 -5.662 -2.649
H 0.365 -4.654 -3.286
H 0.411 -4.005 0.137
H 0.493 -2.707 1.912
H 0.180 -0.960 1.771
H -1.104 -2.068 2.375
*
```

---

No. 6
This record from the Open Molecules 2025 dataset describes C18H27N2O5P2PtS as an isolated structure at a distorted geometry. The level of theory is ωB97M-V/def2-TZVPD.

- Frontier orbital gap (alpha / beta): 6.15 / 5.85 eV
- M: 640.52 g/mol
- Energy: -64974.1410 eV
- LUMO (alpha / beta): -3.12 / -5.96 eV

ORCA input file:
```
! wB97M-V def2-TZVPD RIJCOSX def2/J DEFGRID3
* xyz 1 3
Pt -0.194 0.115 -0.121
P 2.009 -0.440 0.051
C 2.237 -0.701 -1.745
C 1.065 -1.370 -2.380
N -0.143 -1.007 -1.871
C -1.307 -1.364 -2.456
C -1.299 -2.268 -3.513
C -0.079 -2.727 -4.005
C 1.109 -2.272 -3.443
C -2.593 -0.789 -1.891
P -2.261 0.677 -0.843
H 2.085 -2.606 -3.794
H -2.261 -2.583 -3.924
H -0.065 -3.428 -4.837
H -3.278 -0.503 -2.700
H -3.102 -1.529 -1.253
H 2.257 0.447 -2.134
H 3.200 -1.184 -1.964
H 1.422 2.470 -1.662
O 2.041 1.876 -2.303
H 2.287 2.351 -3.111
H 0.201 2.284 -0.185
O 0.453 3.079 -0.782
H 0.563 3.852 -0.199
C -2.350 2.098 -1.963
H -3.374 2.174 -2.353
H -2.087 3.015 -1.422
H -1.646 1.973 -2.797
C -3.462 0.857 0.479
H -3.029 1.524 1.240
H -4.393 1.283 0.081
H -3.658 -0.124 0.935
C 2.241 -1.963 0.968
H 3.102 -2.495 0.541
H 2.431 -1.713 2.024
H 1.332 -2.573 0.883
C 3.301 0.736 0.482
H 2.963 1.279 1.380
H 4.221 0.180 0.712
H 3.451 1.418 -0.365
O 2.787 1.590 5.055
S 2.183 0.579 4.235
O 2.941 -0.613 3.917
N 1.546 1.225 2.827
C 0.244 1.066 2.698
O -0.421 1.342 1.609
C -0.390 0.463 3.879
C -1.711 0.038 4.035
C -2.053 -0.675 5.185
C -1.075 -0.959 6.159
C 0.262 -0.574 5.978
C 0.574 0.128 4.817
H -2.429 0.286 3.254
H -3.081 -1.011 5.337
H -1.355 -1.503 7.062
H 1.048 -0.793 6.699
*
```

---

No. 7
This record from the Open Molecules 2025 dataset describes one molecule with the formula C18H27N3O3S. The level of theory is ωB97M-V/def2-TZVPD.

- Frontier orbital gap: 9.06 eV
- SMILES: C=CC[C@H](C[C@@H](O)COCCC)C(=O)NNC(=S)Nc1ccccc1
- M: 365.50 g/mol
- Energy: -40551.4285 eV
- LUMO: 0.64 eV

ORCA input file:
```
! wB97M-V def2-TZVPD RIJCOSX def2/J DEFGRID3
* xyz 0 1
C 0.746 2.016 -3.050
C -0.155 2.461 -2.195
C -1.382 1.694 -1.804
C -1.301 1.203 -0.339
C -1.562 2.323 0.666
C -1.683 1.821 2.110
O -1.792 2.906 3.004
C -2.869 0.861 2.316
O -2.563 -0.410 1.789
C -3.364 -1.467 2.270
C -4.805 -1.444 1.753
C -5.552 -2.707 2.156
C 0.087 0.625 -0.143
O 1.002 1.152 0.455
N 0.245 -0.594 -0.723
N 1.533 -1.106 -0.848
C 1.946 -1.592 -2.038
S 0.845 -2.043 -3.196
N 3.268 -1.824 -2.228
C 4.368 -1.311 -1.527
C 4.367 -0.035 -0.967
C 5.491 0.426 -0.305
C 6.625 -0.362 -0.207
C 6.638 -1.618 -0.791
C 5.520 -2.091 -1.448
H 1.626 2.584 -3.299
H 0.639 1.064 -3.547
H -0.021 3.417 -1.709
H -1.494 0.835 -2.469
H -2.266 2.326 -1.916
H -2.032 0.407 -0.187
H -2.484 2.848 0.395
H -0.735 3.034 0.639
H -0.764 1.301 2.394
H -2.540 3.453 2.737
H -3.055 0.785 3.398
H -3.772 1.276 1.839
H -2.863 -2.374 1.921
H -3.364 -1.468 3.371
H -5.324 -0.571 2.153
H -4.784 -1.356 0.665
H -5.577 -2.806 3.239
H -5.066 -3.587 1.743
H -6.576 -2.676 1.790
H -0.388 -0.980 -1.418
H 2.174 -0.669 -0.192
H 3.475 -2.459 -2.987
H 3.513 0.617 -1.072
H 5.477 1.414 0.127
H 7.497 0.005 0.312
H 7.523 -2.234 -0.733
H 5.529 -3.070 -1.905
*
```

---

No. 8
This record from the Open Molecules 2025 dataset describes C18H27N7ReS as an isolated structure at a distorted geometry. The level of theory is ωB97M-V/def2-TZVPD.

- Frontier orbital gap (alpha / beta): 7.08 / 7.02 eV
- M: 559.74 g/mol
- Energy: -42487.7793 eV
- LUMO (alpha / beta): -6.58 / -7.43 eV

ORCA input file:
```
! wB97M-V def2-TZVPD RIJCOSX def2/J DEFGRID3
* xyz 2 2
Re -1.090 -0.411 0.333
C 1.908 -3.178 -1.300
C 1.154 -2.098 -0.605
N -0.118 -1.871 -0.780
N -0.760 -2.664 -1.688
C -1.924 -2.201 -2.057
N -2.635 -2.883 -2.957
S -2.577 -0.685 -1.473
C 1.829 -1.174 0.291
C 3.196 -1.229 0.536
C 3.775 -0.278 1.357
C 2.978 0.713 1.911
C 1.627 0.705 1.634
N 1.056 -0.222 0.853
H 1.244 -3.776 -1.911
H 2.686 -2.748 -1.934
H 2.400 -3.820 -0.566
H -2.260 -3.729 -3.354
H -3.543 -2.567 -3.249
H 3.798 -2.003 0.082
H 4.838 -0.306 1.557
H 3.391 1.479 2.552
H 0.963 1.443 2.068
C -2.230 -2.001 1.354
C -1.004 -1.917 2.022
C -0.966 -0.663 2.714
C -2.131 0.042 2.422
C -2.908 -0.753 1.538
H -2.598 -2.834 0.777
H -0.222 -2.661 2.017
H -0.137 -0.303 3.302
H -2.344 1.059 2.710
H -3.961 -0.655 1.331
C -3.629 2.639 -2.390
N -2.927 2.411 -1.127
C -3.797 2.170 0.016
C -1.594 2.380 -1.038
N -0.973 1.599 -0.117
N -0.850 3.116 -1.872
C -1.292 4.403 -2.412
C 0.544 2.779 -2.141
H -4.429 1.903 -2.463
H -2.952 2.493 -3.227
H -4.070 3.635 -2.437
H -4.546 2.962 0.053
H -3.220 2.191 0.933
H -4.313 1.214 -0.085
H -0.106 2.040 0.165
H -2.175 4.751 -1.885
H -1.500 4.342 -3.480
H -0.494 5.129 -2.255
H 0.700 1.707 -2.038
H 1.224 3.320 -1.478
H 0.774 3.063 -3.166
*
```